DFT (the ωB97M-V functional and the def2-TZVPD basis) results for a structure of composition C61H114F30N11O20S10.

Computed properties:
* orbital gap: 8.77 eV
* multiplicity: 1
* highest occupied orbital energy: -10.71 eV
* net charge: +1
* electronic energy: -11477.2093 Ha

```
246
Properties=species:S:1:pos:R:3:forces:R:3
C 4.5076 -5.0451 -8.3725 1.273 -1.739 0.692
C 3.3820 -4.2535 -8.9541 -0.751 -0.459 1.340
C 3.0414 -3.1109 -8.0122 -0.690 0.013 0.547
C 2.3445 -3.6522 -6.7528 -0.326 0.390 0.708
N 2.0964 -2.6555 -5.5779 1.091 -0.623 -0.846
C 3.4051 -2.0430 -5.0852 0.200 0.655 -0.918
C 3.5030 -2.3237 -3.6285 0.291 0.738 1.381
C 2.8484 -3.6368 -3.5377 -0.581 -2.499 -0.834
C 1.6100 -3.4222 -4.4106 -0.666 0.290 1.386
C 1.1510 -1.6302 -6.0400 -0.166 0.818 -0.860
C -0.2834 -2.1164 -6.2858 0.308 0.833 1.219
C -1.2632 -0.8892 -6.1823 1.173 -1.005 -0.831
H 4.8133 -5.8913 -9.0174 -0.121 0.546 0.019
H 4.2962 -5.5860 -7.4007 0.176 0.985 -0.811
H 5.3950 -4.3786 -8.2782 -0.472 -0.579 0.233
H 2.4624 -4.8531 -9.0680 0.446 0.080 -0.483
H 3.7551 -3.8616 -9.8687 -0.269 0.369 -1.039
H 2.3593 -2.4352 -8.5124 -0.138 0.303 -0.094
H 3.9496 -2.5705 -7.7919 0.291 0.273 0.264
H 2.7941 -4.5308 -6.2919 0.467 0.244 -0.075
H 1.3346 -3.9628 -6.9789 -0.258 -0.136 -0.398
H 3.4498 -1.0114 -5.3897 -0.225 0.514 0.053
H 4.2160 -2.5140 -5.6115 0.262 -0.500 -0.194
H 2.8632 -1.6947 -3.0045 0.359 0.674 -0.291
H 4.5345 -2.2864 -3.2303 -0.539 -0.048 -0.341
H 2.5300 -3.9549 -2.5698 0.023 -0.025 0.707
H 3.5025 -4.4488 -3.8903 -0.247 0.128 -0.092
H 0.9652 -2.7345 -3.8068 0.310 -0.395 -0.668
H 0.9697 -4.2560 -4.7233 0.559 -0.004 0.151
H 1.6660 -1.1769 -6.8836 -0.449 -0.199 -0.695
H 1.1480 -0.7663 -5.4020 -0.021 0.009 1.261
H -0.5091 -2.8755 -5.4909 -0.158 0.706 -0.767
H -0.3431 -2.6018 -7.2461 -0.285 -0.153 -0.352
H -1.2237 -0.4042 -5.2028 0.010 -0.080 -0.294
H -2.2278 -1.2859 -6.3779 -1.148 -0.169 0.202
H -1.1021 -0.1838 -7.0176 0.284 -0.111 0.622
C -8.4872 -5.8642 2.4061 1.339 1.427 1.454
C -7.0454 -5.9481 3.1067 -1.190 -0.700 0.799
C -6.4283 -4.5899 3.3365 0.845 1.465 0.353
N -5.2211 -4.5044 4.3000 -0.058 -0.642 0.355
C -4.3504 -5.7639 4.1990 1.366 0.933 1.817
C -5.6541 -4.3028 5.7528 0.467 0.121 -0.130
C -4.4369 -3.7253 6.4838 -0.496 -0.251 0.577
C -3.9090 -2.7485 5.3949 0.948 -0.025 1.029
C -4.4757 -3.1922 4.0531 0.554 -0.359 -0.598
H -8.9221 -6.8325 2.1709 0.302 0.068 -0.192
H -8.3226 -5.1876 1.5674 -0.373 -0.546 -0.403
H -9.1884 -5.3105 3.0690 0.413 -0.493 -0.207
H -6.3858 -6.5835 2.5124 -0.039 0.179 -0.147
H -7.1041 -6.4440 4.1067 -0.274 0.142 -0.650
H -7.0204 -3.8279 3.8406 -0.981 -0.333 -0.459
H -6.0706 -4.0831 2.4381 -0.179 -0.468 -0.104
H -3.2956 -5.5443 4.5753 -1.546 -0.121 -0.236
H -4.2081 -6.1189 3.2140 -0.213 0.207 -1.322
H -4.7992 -6.5973 4.7630 0.057 0.626 -0.013
H -6.0119 -5.2570 6.1175 -0.404 0.086 0.228
H -6.3769 -3.4688 5.7942 -0.215 -0.841 -0.454
H -3.7684 -4.5196 6.8705 -0.057 0.543 -0.512
H -4.8314 -3.1683 7.3890 0.623 -0.632 -1.002
H -2.8114 -2.6620 5.3418 -0.461 -0.253 0.155
H -4.2606 -1.7780 5.7497 -0.113 0.172 -0.712
H -3.7220 -3.4158 3.2937 0.002 0.159 0.453
H -5.1293 -2.4377 3.6147 -0.366 -0.465 0.207
C -1.5701 3.3480 0.4290 -0.491 -0.312 0.156
C -1.9103 1.8798 0.1590 1.097 -0.555 -0.605
C -0.6246 1.0042 0.1524 -2.573 -0.193 -0.498
N -0.9556 -0.4787 -0.1063 0.615 1.012 -0.277
C -1.8280 -1.1213 0.9367 0.613 -1.303 -0.533
C 0.3496 -1.2556 -0.1537 -0.290 0.311 -1.259
C -0.0520 -2.4586 -1.0092 1.315 -0.210 -0.279
C -1.1761 -2.0218 -1.9559 -0.139 -0.694 0.237
C -1.5861 -0.6339 -1.5073 -0.057 0.572 0.144
H -0.9301 3.4983 1.3052 0.033 -0.141 -0.054
H -2.5305 3.8405 0.6120 0.220 0.306 -0.141
H -1.0866 3.7769 -0.4527 -0.060 -0.029 0.236
H -2.3602 1.8365 -0.8281 -0.249 -0.035 -0.090
H -2.6257 1.4466 0.8553 0.038 0.263 0.203
H -0.2524 1.0515 1.1257 1.110 -0.145 1.517
H 0.0939 1.3474 -0.5797 0.054 -0.180 -0.165
H -1.4111 -0.9188 1.9152 -0.159 0.385 0.115
H -1.7310 -2.2363 0.7969 -0.306 1.161 0.075
H -2.8628 -0.8489 0.7979 -0.167 0.203 0.135
H 0.7696 -1.5134 0.8255 -0.571 0.227 -0.120
H 1.0461 -0.5869 -0.6925 -0.280 -0.509 0.377
H -0.4145 -3.2475 -0.3665 0.238 -0.416 0.085
H 0.8424 -2.8160 -1.5654 -0.552 -0.035 0.499
H -1.9992 -2.7296 -1.8362 0.102 0.361 -0.158
H -0.8800 -2.1096 -2.9972 0.016 0.470 -0.145
H -2.6695 -0.5460 -1.3754 0.223 0.148 -0.102
H -1.2618 0.1986 -2.1837 -0.047 -0.699 0.829
C -2.6717 7.1036 1.1493 0.158 -0.085 -0.098
C -1.5888 7.1725 0.0404 -0.531 -2.299 0.428
C -2.0996 7.0500 -1.4224 2.059 0.956 0.794
N -0.9286 7.1082 -2.4385 -0.519 -0.615 0.369
C -0.2735 8.4426 -2.5637 -1.009 0.603 1.059
C -1.4258 6.6305 -3.7873 0.039 -0.076 -1.295
C -0.1910 6.0378 -4.5465 0.432 0.173 1.309
C 0.8588 5.7807 -3.3871 -0.405 0.533 0.123
C 0.0865 6.0153 -2.0647 -0.881 -0.173 -1.238
H -2.2245 7.2847 2.1387 0.171 -0.293 -0.334
H -3.2841 6.2022 1.1924 0.312 -0.208 -0.233
H -3.3722 7.9022 1.0656 -0.640 0.770 -0.345
H -0.8727 6.3384 0.2674 -0.502 0.738 -0.371
H -1.0963 8.0834 0.2261 0.889 1.256 -0.174
H -2.7080 7.9046 -1.6483 -0.699 0.146 -0.276
H -2.5623 6.1055 -1.5950 -0.637 -0.492 -0.070
H 0.4189 8.5883 -1.7159 -0.285 -0.062 -0.494
H -1.0556 9.2573 -2.5381 0.802 -0.956 -0.148
H 0.2434 8.4521 -3.5036 0.349 0.193 -0.308
H -1.9836 7.4092 -4.3593 0.625 -0.218 0.714
H -2.1435 5.8371 -3.6104 0.034 -0.068 0.191
H 0.2081 6.6768 -5.3396 -0.030 0.237 0.378
H -0.3958 5.1035 -5.0486 -0.473 -0.050 0.190
H 1.6232 6.5773 -3.4530 0.095 -0.825 0.021
H 1.2817 4.7567 -3.3911 -0.031 0.842 -0.071
H 0.6708 6.3491 -1.2150 0.090 -0.155 -0.128
H -0.5820 5.1584 -1.8314 0.876 0.423 -0.034
C 2.9949 5.1823 6.5526 -0.803 -0.486 1.566
C 1.8951 5.3652 5.5249 0.593 0.284 -0.070
C 0.6022 5.0826 6.1694 -1.903 0.000 1.178
N -0.6504 5.1591 5.3357 -0.023 0.872 -0.619
C -0.8104 6.5544 4.7876 0.327 -0.511 0.127
C -1.8158 4.7366 6.1808 -0.720 0.958 -0.087
C -2.9480 4.5668 5.1490 -0.471 0.585 -0.308
C -2.2502 4.2050 3.8036 0.466 -0.173 0.709
C -0.7660 4.2783 4.1569 1.212 -1.390 -1.111
H 3.1088 4.0962 6.7181 0.307 0.546 0.240
H 2.6952 5.6844 7.5294 0.341 -0.723 -1.054
H 3.9224 5.6368 6.2694 0.498 0.017 -0.374
H 2.0471 4.7293 4.6606 0.177 0.077 -0.305
H 1.9101 6.4123 5.2794 0.001 0.421 -0.741
H 0.3678 5.8702 6.9021 0.448 -0.310 0.182
H 0.5100 4.1261 6.7029 0.459 0.079 -0.305
H -0.8241 7.2732 5.5920 -0.102 0.204 0.196
H -1.6938 6.5998 4.1656 -0.194 0.074 0.183
H 0.0513 6.6956 4.1462 0.084 0.291 0.000
H -1.9267 5.5052 6.9751 -0.323 -0.415 -0.596
H -1.5845 3.8047 6.6750 0.288 -0.305 -0.090
H -3.4787 5.5009 4.9791 -0.046 0.185 0.338
H -3.7291 3.8614 5.4512 0.464 -0.052 0.024
H -2.4330 4.9039 2.9652 -0.409 -0.558 0.560
H -2.4846 3.1768 3.5422 -0.083 0.114 -0.434
H -0.1550 4.5834 3.2821 -0.199 0.302 0.817
H -0.3377 3.3269 4.4776 -0.312 0.026 -0.209
C 8.2708 -2.1764 -1.8666 2.084 0.958 0.768
C 7.1953 -1.4386 -1.1461 -1.227 1.199 1.557
C 6.8643 -1.9193 0.3196 -0.370 -0.300 -1.115
N 5.6481 -1.1812 0.9329 1.128 1.073 0.138
C 5.8543 0.3391 0.8853 -0.885 -0.778 0.013
C 5.5477 -1.6897 2.3625 1.103 1.805 0.803
C 4.1629 -1.3659 2.8615 0.161 0.502 1.132
C 3.3186 -1.2933 1.5802 0.016 -0.193 0.997
C 4.2647 -1.4042 0.3865 -0.023 -1.526 0.957
H 8.4067 -1.8633 -2.9270 -0.274 -0.311 0.826
H 8.1361 -3.2159 -1.7367 -0.185 -1.314 -0.399
H 9.2330 -1.9417 -1.3065 -0.826 -0.290 -0.900
H 6.2451 -1.4589 -1.6777 -0.160 -0.128 -0.200
H 7.4582 -0.3777 -1.0789 0.024 -0.102 -0.174
H 7.6670 -1.7867 1.0650 -0.170 0.124 -0.540
H 6.6211 -2.9994 0.2928 -0.028 0.593 0.120
H 6.0596 0.6972 -0.1080 0.297 -0.304 -0.401
H 6.5524 0.7131 1.5983 0.798 -0.203 0.475
H 4.9027 0.7740 1.1067 -0.614 0.252 0.407
H 6.3789 -1.2222 2.9652 -0.845 -0.366 -0.702
H 5.7452 -2.7184 2.3368 0.146 -1.603 -0.253
H 4.2012 -0.4407 3.4819 -0.265 -0.339 -0.738
H 3.7822 -2.1393 3.5649 0.357 0.342 -0.621
H 2.6598 -0.4386 1.6156 -0.013 0.333 -0.322
H 2.7251 -2.1834 1.6545 -0.577 -0.392 -0.529
H 4.0103 -0.7320 -0.3736 0.111 1.154 -1.218
H 4.2053 -2.4190 0.0152 0.214 -0.193 -0.163
C -1.1941 0.4493 5.1244 -0.232 0.190 -0.349
F -0.7044 1.6577 5.5859 -0.672 -1.263 -0.143
F -1.8567 -0.1574 6.1208 0.456 0.741 -0.750
F -2.0383 0.7075 4.0872 0.137 0.162 1.211
S 0.1881 -0.5390 4.4089 -1.162 0.991 -1.795
O 0.5216 0.2803 3.2400 -0.033 -1.037 1.028
O 1.1294 -0.7048 5.4396 1.528 -0.113 1.169
N -0.6794 -1.8005 4.1133 -0.023 1.110 -0.234
S -0.3269 -3.2293 3.6275 -0.564 -1.723 0.223
O -1.5903 -3.9231 3.4513 0.634 0.346 0.162
O 0.6251 -3.3961 2.5585 0.031 0.735 0.455
C 0.4375 -4.0810 5.1587 0.655 0.228 -3.336
F 0.0895 -5.3263 4.9289 0.091 -1.410 0.472
F 1.7566 -3.9565 5.1126 0.535 -0.061 -0.101
F 0.0424 -3.6982 6.3052 -1.276 0.908 2.053
C -5.6859 0.5714 0.9329 1.057 0.711 -2.404
F -4.6899 0.7361 1.8146 -0.196 0.155 0.075
F -6.6195 1.4865 1.0945 -0.010 -0.146 0.562
F -5.1302 0.8485 -0.3361 -0.754 -0.950 1.928
S -6.3976 -1.1316 1.1230 0.415 -0.995 -0.740
O -6.3893 -1.3559 2.5266 0.847 0.219 1.640
O -7.7007 -1.1350 0.5918 -1.157 0.482 -1.503
N -5.3026 -2.0143 0.3523 -0.697 -0.080 -0.517
S -5.8035 -3.3536 -0.4221 -1.190 0.310 1.531
O -6.9533 -3.9775 0.2415 1.785 0.487 -0.512
O -5.8446 -3.3480 -1.8529 0.575 0.360 0.352
C -4.2612 -4.3376 -0.0025 -0.372 -0.899 -0.458
F -4.6251 -5.6272 -0.2129 0.611 0.560 0.091
F -3.2565 -4.0014 -0.8178 -0.236 -0.258 -0.356
F -3.7354 -4.2495 1.2202 -0.702 0.049 0.187
C -1.7668 2.5902 -5.3194 -0.888 -1.206 1.054
F -0.5494 2.0627 -5.1023 -0.196 -0.518 -0.440
F -1.6176 3.6241 -6.0690 0.006 1.513 -1.075
F -2.5987 1.7225 -5.9438 0.956 0.418 0.211
S -2.4488 2.8795 -3.6150 0.398 1.220 0.008
O -2.9920 1.5715 -3.3481 0.092 0.401 0.671
O -1.2696 3.3324 -2.8485 -1.542 -0.597 -0.743
N -3.5069 4.0789 -3.8605 1.267 -1.679 0.535
S -4.7336 4.2379 -2.8445 0.883 1.160 -2.306
O -5.7381 3.2804 -2.9355 -1.774 -2.157 -0.211
O -4.3688 4.6801 -1.5518 0.919 0.817 1.652
C -5.4239 5.6848 -3.7427 -1.305 -0.510 0.105
F -4.6290 6.7191 -3.7602 1.391 1.198 0.008
F -5.8172 5.4507 -4.9939 0.317 -0.447 0.056
F -6.5028 6.0294 -3.0491 -0.676 0.213 0.407
C 2.4838 -6.6248 0.0615 0.478 -0.108 -1.505
F 2.0147 -6.7216 1.2741 -0.240 -0.309 0.403
F 2.7837 -7.8472 -0.4456 -0.061 1.048 0.687
F 1.5353 -6.0998 -0.7552 0.203 -0.094 0.479
S 3.9231 -5.4122 0.0233 0.490 0.097 -1.191
O 4.0823 -5.0195 -1.3983 -0.356 -0.800 2.325
O 3.4991 -4.3363 0.9133 0.309 -0.752 -0.484
N 5.0769 -6.3589 0.6215 -2.325 0.752 -0.312
S 6.5471 -5.8774 0.4717 0.272 0.583 0.616
O 6.7791 -5.1465 -0.7382 0.355 0.150 -0.780
O 7.1035 -5.2362 1.6408 -0.131 -0.689 0.101
C 7.3418 -7.5276 0.2044 -2.185 1.488 -1.245
F 7.2466 -8.3873 1.1583 0.318 -0.758 1.526
F 6.8441 -8.0876 -0.8943 -0.616 -0.297 -0.489
F 8.5286 -7.1497 -0.0831 3.536 -0.153 0.030
C 2.4203 1.6044 -2.6195 -1.064 -0.127 -2.024
F 2.3097 1.5189 -4.0114 0.377 -0.049 1.498
F 1.3347 2.2499 -2.2090 0.479 0.538 -0.008
F 2.2833 0.3691 -2.1455 0.581 -0.561 0.108
S 4.0216 2.4055 -2.1935 -0.808 1.439 2.375
O 5.0389 1.4441 -2.3530 0.692 -1.361 -0.856
O 3.9730 3.6313 -2.8918 0.076 0.674 -1.574
N 3.8762 2.6797 -0.6498 -0.096 -1.317 -0.370
S 3.3002 3.9798 -0.0171 -0.021 0.807 -0.168
O 4.3599 4.8770 0.3798 -0.937 -0.221 0.008
O 2.1133 4.5418 -0.6480 0.632 -0.450 0.706
C 2.7667 3.1503 1.5679 0.908 -0.351 -1.504
F 3.8500 2.9641 2.2757 1.216 -0.396 0.945
F 1.9981 3.9662 2.2207 -1.680 1.186 1.112
F 2.1692 1.9643 1.4431 -0.368 0.191 -0.343
```
Positions in Å, forces in eV/Å.